Entry 1:
Here is a structure of composition C4H11Br4CaNO in a non-equilibrium geometry from OMol25. Energies are from ωB97M-V with the def2-TZVPD basis set.

CARTESIAN COORDINATES (ANGSTROEM)
C -0.55883 -0.67139 0.89270
Br 1.12098 -1.36976 -2.95975
H 1.71318 2.74691 -0.67867
H 2.73270 1.69477 0.43496
H -1.76377 -2.06713 1.92957
H 1.23334 0.15175 1.78228
H -1.15262 0.09546 1.39015
Ca -0.61604 0.79241 -1.94135
H 1.36016 2.55940 1.13538
H -0.34521 -1.79454 2.77812
H -1.78235 -1.66276 -0.24536
H 1.57928 -0.90942 0.47911
C 0.88200 -0.13148 0.79010
C 1.75602 2.12665 0.21662
Br -2.30968 2.54860 -0.43294
N -1.01160 -1.03243 -0.41482
C -0.70526 -1.87651 1.75258
O 0.93926 0.94922 -0.19618
H -0.34364 -1.64987 -0.85381
H -0.25303 -2.75731 1.29675
Br -2.90000 -0.41078 -3.36928
Br 0.42511 2.66823 -3.78614

Properties
HOMO: -1.62 eV
Net charge: -2
Lowest unoccupied orbital energy: 4.8 eV
Kohn-Sham gap: 6.4 eV
Total energy: -306481.4106 eV
Relative energy (zero: lowest compared OMol25 entry of this formula, charge and spin): 0.8694 eV

Atomic charges from the Mulliken analysis, expressed in e, are listed below:
1. C 0.772
2. Br -0.747
3. H 0.154
4. H 0.313
5. H 0.427
6. H 0.399
7. H 0.054
8. Ca 0.768
9. H 0.302
10. H 0.431
11. H 0.197
12. H 0.355
13. C -0.806
14. C -0.766
15. Br -0.767
16. N -0.396
17. C -1.774
18. O 0.115
19. H 0.160
20. H 0.374
21. Br -0.781
22. Br -0.783

Entry 2:
Here is a cluster of 2 separate species, C4H11BrNO in total from OMol25. Energies are from ωB97M-V with the def2-TZVPD basis set.

CARTESIAN COORDINATES (ANGSTROEM)
H 9.42597 -26.52733 3.88211
H 9.06336 -27.55656 6.71962
H 9.28776 -32.06328 4.06014
H 10.70816 -26.25674 5.07892
N 9.73638 -28.25541 6.43324
H 11.07418 -27.09865 3.56049
C 10.31827 -26.95493 4.33862
H 11.32129 -29.28002 3.66863
H 9.15823 -30.47366 3.30070
C 9.98311 -28.31563 5.02179
C 9.86240 -31.19273 3.74975
H 10.58499 -28.07743 6.96719
O 10.48671 -30.69283 4.89575
H 11.88337 -29.29726 5.37969
Br 12.03655 -29.65249 8.85624
H 10.60385 -31.43664 2.97444
C 11.01796 -29.39055 4.72166
H 9.07719 -28.64427 4.49213

Properties
HOMO: -3.40 eV
Net charge: -1
Lowest unoccupied orbital energy: 3.3 eV
Kohn-Sham gap: 6.7 eV
Total energy: -77907.9277 eV
Relative energy (zero: lowest compared OMol25 entry of this formula, charge and spin): 0.1404 eV

Atomic charges from the Mulliken analysis, expressed in e, are listed below:
1. H 0.301
2. H 0.214
3. H 0.244
4. H 0.302
5. N -0.542
6. H 0.333
7. C -1.295
8. H 0.375
9. H 0.278
10. C 0.570
11. C -0.709
12. H 0.146
13. O -0.277
14. H 0.346
15. Br -0.929
16. H 0.266
17. C -0.722
18. H 0.102

> Which formula does entry 1 have?

C4H11Br4CaNO

> Which of these has the highest Kohn-Sham gap?

C4H11BrNO

> What is the formula in the second record?

C4H11BrNO